(1)
Molecular formula: C27H29FeN6O2S
Method: DFT, ωB97M-V with the def2-TZVPD basis set

```
66
Properties=species:S:1:pos:R:3
Fe 0.51259 -1.39952 -0.78166
O -0.40421 -2.18196 5.80717
C 0.72946 -1.89410 5.39229
O 1.76398 -1.49776 5.94530
C 0.87095 -2.06746 3.86824
C 1.88985 -1.42027 3.17451
C 1.91802 -1.50678 1.79973
N 0.98781 -2.17981 1.11901
C 0.03419 -2.84440 1.77512
C -0.05419 -2.81942 3.15001
C -0.95627 -3.47834 0.86965
C -1.83414 -4.47002 1.27432
C -2.74709 -4.96642 0.35954
C -2.75127 -4.46846 -0.93484
C -1.83479 -3.48904 -1.26429
N -0.95753 -2.99786 -0.38327
C 2.95618 -0.92385 0.91415
C 4.18088 -0.47031 1.37864
C 5.12412 -0.03567 0.46476
C 4.83208 -0.09281 -0.89066
C 3.58750 -0.55486 -1.27131
N 2.65763 -0.94029 -0.39316
H 2.61066 -0.86134 3.75813
H -0.85627 -3.29312 3.70220
H -1.79315 -4.85150 2.28495
H -3.44941 -5.73403 0.65609
H -3.44709 -4.83034 -1.67790
H -1.79448 -3.07471 -2.26414
H 4.39790 -0.48164 2.43744
H 6.08601 0.32312 0.80622
H 5.55482 0.19915 -1.63902
H 3.32226 -0.64385 -2.31856
S 0.24174 -1.22950 -3.19774
C 0.39238 0.40573 -3.67972
N -0.28327 0.77905 -4.79509
C -0.27033 2.02063 -5.33483
C 0.45814 3.00742 -4.74741
C 1.18693 2.68533 -3.59151
C 1.15320 1.41877 -3.06433
H -0.80826 0.04635 -5.25887
H -0.85889 2.15751 -6.22994
H 0.47007 4.00008 -5.17041
H 1.79344 3.44529 -3.11501
H 1.70233 1.17067 -2.16945
C -2.28689 3.48878 2.25438
C -2.94605 2.59214 1.21751
N -2.00288 2.03856 0.23213
C -1.66964 2.88035 -0.91369
C -0.34477 3.62631 -0.77464
C -1.37067 0.87031 0.42954
C -1.73002 0.07364 1.64191
N -0.46412 0.40861 -0.39993
H -3.02830 3.82227 2.97993
H -1.84887 4.37492 1.79475
H -1.50017 2.96062 2.79403
H -3.69505 3.15122 0.65695
H -3.47018 1.77472 1.70252
H -2.47907 3.60031 -1.02110
H -1.68350 2.26390 -1.81847
H -0.40518 4.38082 0.00800
H -0.10181 4.13108 -1.71041
H 0.47695 2.95526 -0.51903
H -2.78361 -0.20584 1.63013
H -1.53710 0.63039 2.55878
H -1.13459 -0.82379 1.66441
H -0.30893 1.04581 -1.17203
```

Its net charge is +1. Its relative energy (zero: lowest compared OMol25 entry of this formula, charge and spin) is 0.772 eV. The orbital gap (alpha / beta) comes out at 6.0 / 6.0 eV. Its expectation value of S² is 6.01. As for the multiplicity: 5.

(2)
Molecular formula: C27H29KN8O5
Method: DFT, ωB97M-V with the def2-TZVPD basis set

```
70
Properties=species:S:1:pos:R:3
K -0.15120 -0.08204 0.07758
O -1.83558 6.21033 1.15007
C -1.36831 4.92966 0.92123
C -1.66035 3.89900 1.80090
C -1.13817 2.63503 1.55351
N -0.37484 2.37646 0.50271
C -0.11314 3.35108 -0.35712
C -0.58967 4.65005 -0.18830
C 0.77771 3.02888 -1.59406
O 0.65388 3.80742 -2.55231
O 1.53229 2.05294 -1.48890
C -1.40562 1.49916 2.55318
O -1.98264 1.81084 3.60368
O -0.99844 0.36402 2.22064
H -2.33407 6.18185 1.97635
H -2.27045 4.05525 2.68115
H -0.35118 5.40575 -0.92011
N 0.37549 -1.76196 3.32364
C 0.81558 -2.67355 2.45278
N 0.95293 -3.94643 2.88127
C 1.36340 -4.79570 1.95013
N 1.52567 -6.10952 2.33620
N 1.66443 -4.50455 0.69237
C 1.54266 -3.20063 0.38357
N 1.14008 -2.26568 1.22684
C 1.86728 -2.80178 -0.97682
C 2.33819 -3.75275 -1.89058
C 2.57153 -3.35710 -3.18912
C 2.35315 -2.02643 -3.53242
C 1.91113 -1.15140 -2.54411
N 1.67133 -1.52553 -1.30798
H -0.03101 -2.10672 4.17646
H -0.05252 -0.91345 2.92938
H 1.00405 -6.36133 3.16179
H 1.45044 -6.75813 1.56836
H 2.48581 -4.76693 -1.55195
H 2.91027 -4.07518 -3.92745
H 2.51491 -1.68572 -4.54436
H 1.76729 -0.09939 -2.74196
C -5.39823 -5.06674 -1.82326
C -4.31362 -4.31574 -1.08699
C -3.79672 -4.81132 0.10258
C -2.85020 -4.06065 0.80757
C -2.38529 -4.54035 2.15886
C -2.39123 -2.87659 0.28956
C -2.85901 -2.33166 -0.94371
C -3.88075 -3.10350 -1.58025
N -2.29431 -1.20250 -1.32425
C -2.73541 -0.40517 -2.43404
C -1.84599 0.84799 -2.45571
C -4.19185 0.08337 -2.25146
C -2.56315 -1.09196 -3.81151
H -5.57712 -6.04467 -1.37587
H -5.13440 -5.21206 -2.87260
H -6.33054 -4.49900 -1.78513
H -4.13150 -5.76646 0.49158
H -2.75702 -5.54260 2.38342
H -2.73980 -3.86140 2.93545
H -1.30000 -4.55698 2.21740
H -1.66249 -2.28586 0.82644
H -4.34948 -2.75259 -2.48794
H -1.93179 1.38095 -1.51304
H -2.13741 1.51868 -3.26372
H -0.80531 0.56987 -2.59180
H -4.26065 0.60332 -1.29583
H -4.89750 -0.74427 -2.24291
H -4.46607 0.77258 -3.05203
H -1.52218 -1.39636 -3.92186
H -2.81488 -0.39299 -4.61149
H -3.19235 -1.97294 -3.91210
```

Its net charge is -2. Its relative energy (zero: lowest compared OMol25 entry of this formula, charge and spin) is 0.579 eV. The orbital gap comes out at 4.9 eV.

(3)
Molecular formula: C27H30AsN7O2S2Tc
Method: DFT, ωB97M-V with the def2-TZVPD basis set

```
70
Properties=species:S:1:pos:R:3
Tc 0.03279 0.39567 0.49548
O -0.68636 1.16117 -1.04400
C -1.59307 0.76844 -1.97589
C -1.61030 1.42559 -3.19172
C -2.55818 1.04790 -4.12899
C -3.48498 0.03829 -3.86049
C -3.45086 -0.61532 -2.64979
C -2.48471 -0.27385 -1.68765
C -2.43970 -1.00971 -0.46960
N -1.53030 -0.90469 0.45357
N -1.72834 -1.70378 1.58161
C -0.97372 -1.27367 2.53428
O -0.19356 -0.20667 2.33862
C -0.91373 -1.91631 3.85169
C 0.00566 -1.47316 4.79984
C 0.07676 -2.09946 6.03344
C -0.76793 -3.16273 6.31980
C -1.68862 -3.60213 5.37582
C -1.76364 -2.98422 4.14097
H -0.87240 2.18964 -3.39431
H -2.57932 1.55063 -5.08674
H -4.22429 -0.22745 -4.60232
H -4.15606 -1.40677 -2.42926
H -3.21932 -1.73861 -0.26552
H 0.65220 -0.63692 4.57312
H 0.78493 -1.75513 6.77453
H -0.71418 -3.64876 7.28474
H -2.35098 -4.42489 5.60739
H -2.48205 -3.31418 3.40330
N 4.02159 0.06102 1.62726
C 3.81301 -1.31816 1.63866
C 4.64117 -2.37138 2.01023
C 4.07252 -3.62754 1.98659
C 2.73104 -3.82504 1.61114
C 1.92401 -2.77928 1.21569
C 2.49834 -1.51200 1.22115
N 1.95702 -0.26021 0.93703
C 2.88261 0.63827 1.23698
C 2.50942 2.04095 1.17191
C 3.15432 3.19955 1.44569
S 2.10229 4.51927 1.18012
C 0.86249 3.47061 0.72329
N 1.19969 2.20367 0.76188
H 4.86911 0.53778 1.89118
H 5.66504 -2.21702 2.32095
H 4.66674 -4.48088 2.28248
H 2.32612 -4.82801 1.64889
H 0.88886 -2.91964 0.93465
H 4.16904 3.35075 1.77601
H -0.11132 3.81467 0.40696
N 2.15042 2.11502 -3.24232
N 2.68343 1.16965 -2.24295
H 2.72721 1.97024 -4.06729
H 2.46177 3.02630 -2.91491
H 2.02109 1.25962 -1.47744
H 2.44356 0.24953 -2.60634
C 0.57487 -4.05715 -4.05990
As 1.10740 -3.61382 -2.27354
C 2.97957 -4.00472 -2.14266
C 0.19222 -4.86166 -1.13283
S 0.66845 -1.59099 -1.87156
H 0.95882 -5.04234 -4.32081
H 0.97443 -3.30488 -4.73642
H -0.51194 -4.05426 -4.11277
H 3.15860 -5.05517 -2.36795
H 3.31383 -3.77355 -1.13330
H 3.50772 -3.37585 -2.85696
H 0.25426 -5.85885 -1.56654
H -0.84955 -4.55790 -1.05191
H 0.65105 -4.86741 -0.14668
```

Its net charge is +2. Its relative energy (zero: lowest compared OMol25 entry of this formula, charge and spin) is 1.513 eV. The orbital gap (alpha / beta) comes out at 6.5 / 5.6 eV. Its expectation value of S² is 3.78. As for the multiplicity: 4.